No. 1
The following is a DFT calculation (the ωB97M-V functional and the def2-TZVPD basis) of 3 unconnected molecules or ions with the total composition C2H10NO2 in a non-equilibrium geometry.

ORCA input file:
```
! wB97M-V def2-TZVPD RIJCOSX def2/J DEFGRID3
* xyz 1 1
C -1.28535 -0.08417 0.04985
C -1.05356 -1.15946 -0.71333
N -0.37549 1.11888 -0.09468
H -2.20970 0.15293 0.59973
H -2.00392 -1.64166 -0.95876
H -0.07606 -1.55963 -0.85484
H 0.56425 0.79724 -0.45420
H -0.89393 1.89099 -0.49784
H -0.00661 1.46459 0.83433
H -0.17964 2.19045 3.17045
H 0.26093 0.90260 3.40998
O 0.26486 1.50224 2.63315
H 3.10421 -1.85654 -2.10308
H 1.76025 -1.96273 -2.94178
O 2.12974 -1.75573 -2.07896
*
```

Output
energy above the lowest of the compared OMol25 structures with the same formula, charge and spin	41.7	kcal/mol
molar mass	80.1	g mol⁻¹
LUMO level	-3.534	eV

Calculated atomic charges, method Mulliken, unit e: atom 1 (C): -0.112, atom 2 (C): -0.601, atom 3 (N): -0.274, atom 4 (H): 0.364, atom 5 (H): 0.231, atom 6 (H): 0.361, atom 7 (H): 0.408, atom 8 (H): 0.386, atom 9 (H): 0.235, atom 10 (H): 0.343, atom 11 (H): 0.328, atom 12 (O): -0.683, atom 13 (H): 0.323, atom 14 (H): 0.326, atom 15 (O): -0.636

***

No. 2
The following is a DFT calculation (the ωB97M-V functional and the def2-TZVPD basis) of 3 unconnected molecules or ions with the total composition CH2FNO in a non-equilibrium geometry.

ORCA input file:
```
! wB97M-V def2-TZVPD RIJCOSX def2/J DEFGRID3
* xyz 0 1
C -0.00231 0.70416 -1.27187
N 0.34960 -0.36277 -0.82187
O -0.23442 1.61650 -1.95059
F 1.38538 -1.19195 -2.05298
H -0.94001 0.15502 0.36583
H 1.02444 -0.65573 -0.10035
*
```

Output
energy above the lowest of the compared OMol25 structures with the same formula, charge and spin	146.8	kcal/mol
molar mass	63.0	g mol⁻¹
LUMO level (spin up / spin down)	-1.230 / -1.902	eV

Calculated atomic charges, method Mulliken, unit e: atom 1 (C): 0.499, atom 2 (N): -0.223, atom 3 (O): -0.305, atom 4 (F): -0.458, atom 5 (H): 0.138, atom 6 (H): 0.349

***

No. 3
The following is a DFT calculation (the ωB97M-V functional and the def2-TZVPD basis) of a single C3H9N3O molecule in a non-equilibrium geometry.

ORCA input file:
```
! wB97M-V def2-TZVPD RIJCOSX def2/J DEFGRID3
* xyz 0 1
N -2.20401 -1.07608 1.92300
C -1.11821 -1.14877 0.89998
N 0.07272 -0.22300 0.83670
C 0.33876 0.33840 -0.38094
O -0.60269 0.21877 -1.19814
C 1.63339 0.96290 -0.80373
N 1.72658 0.96913 -2.27284
H -2.78607 -0.17769 1.78352
H -1.88566 -0.89450 2.87345
H -1.69615 -1.09940 -0.06937
H -0.86070 -2.15039 0.90448
H 0.52535 0.00489 1.64547
H 2.54214 0.56660 -0.44797
H 1.62851 2.16562 -0.49728
H 0.88989 1.48680 -2.42349
H 1.79616 0.05674 -2.77282
*
```

Output
energy above the lowest of the compared OMol25 structures with the same formula, charge and spin	49.5	kcal/mol
molar mass	103.1	g mol⁻¹
SMILES	NCNC(=O)CN
LUMO level	0.779	eV

Calculated atomic charges, method Mulliken, unit e: atom 1 (N): -0.609, atom 2 (C): -0.548, atom 3 (N): -0.216, atom 4 (C): 0.788, atom 5 (O): -0.639, atom 6 (C): -0.705, atom 7 (N): -0.586, atom 8 (H): 0.280, atom 9 (H): 0.218, atom 10 (H): 0.339, atom 11 (H): 0.400, atom 12 (H): 0.164, atom 13 (H): 0.365, atom 14 (H): 0.233, atom 15 (H): 0.261, atom 16 (H): 0.255

***

No. 4
The following is a DFT calculation (the ωB97M-V functional and the def2-TZVPD basis) of a single C3H6O3 molecule.

ORCA input file:
```
! wB97M-V def2-TZVPD RIJCOSX def2/J DEFGRID3
* xyz 0 1
O -0.56627 0.69421 2.28311
C 0.16863 0.43073 1.37531
O 1.31576 1.11689 1.12663
C -0.09432 -0.62081 0.33475
C 0.02654 -0.06726 -1.09286
O -0.53340 -1.02105 -2.00471
H 1.19356 2.01298 1.47275
H -1.13844 -0.92075 0.41769
H 0.55034 -1.48930 0.41322
H 1.03593 0.07961 -1.44110
H -0.51248 0.88393 -1.15533
H -1.44586 -1.09919 -1.72945
*
```

Output
energy above the lowest of the compared OMol25 structures with the same formula, charge and spin	13.3	kcal/mol
molar mass	90.1	g mol⁻¹
SMILES	O=C(O)CCO
LUMO level	0.631	eV

Calculated atomic charges, method Mulliken, unit e: atom 1 (O): -0.538, atom 2 (C): 0.462, atom 3 (O): -0.439, atom 4 (C): -0.357, atom 5 (C): -0.482, atom 6 (O): -0.507, atom 7 (H): 0.337, atom 8 (H): 0.374, atom 9 (H): 0.223, atom 10 (H): 0.300, atom 11 (H): 0.317, atom 12 (H): 0.311